{
  "formula": "C3H7N3O",
  "method": "ωB97M-V/def2-TZVPD",
  "elements": ["N", "N", "C", "C", "C", "N", "O", "H", "H", "H", "H", "H", "H", "H"],
  "coordinates": [[-0.57334, -1.97459, 1.30407], [-0.92456, -1.14935, 0.21099], [-1.51843, 0.07402, 0.40847], [-0.63342, 0.84302, -0.34551], [0.83697, 0.79801, -0.27192], [1.48955, 1.48601, -1.25375], [1.46965, 0.14444, 0.55197], [-0.27101, -2.87863, 0.94634], [0.21964, -1.53765, 1.77873], [-0.48630, -1.41836, -0.65971], [-2.05526, 0.27595, 1.32346], [-1.04837, 1.65797, -0.93124], [1.00220, 2.11994, -1.86142], [2.49269, 1.55922, -1.20049]],
  "forces_ev_per_angstrom": [[-0.1526, 0.0238, 0.0422], [-1.1166, -1.3628, 2.1119], [4.3163, -1.6295, -1.0703], [-1.6451, 2.5434, -0.6153], [-0.4429, -1.3171, -0.4593], [0.1298, 0.3940, -0.1480], [0.1164, 0.0807, 0.2475], [-0.1766, 0.2128, 0.1524], [-0.0399, -0.0736, -0.2924], [-0.1571, 0.7945, -0.0091], [-0.8780, -0.1794, -0.3989], [0.2026, 0.5602, 0.2556], [-0.0267, -0.0558, 0.0441], [-0.1295, 0.0088, 0.1395]],
  "mulliken_charge": [-0.72, 0.00, -0.23, -0.49, 0.67, -0.40, -0.64, 0.25, 0.30, 0.31, 0.31, 0.21, 0.19, 0.24],
  "smiles": "NN/C=C\\C(N)=O",
  "e_homo_ev": -8.12,
  "gap_ev": 8.65
}

=====

{
  "formula": "C14H37IrN2O6P",
  "method": "ωB97M-V/def2-TZVPD",
  "elements": ["Ir", "C", "O", "C", "C", "O", "C", "C", "O", "C", "H", "H", "H", "H", "H", "H", "H", "H", "H", "H", "H", "H", "H", "H", "N", "C", "C", "N", "H", "H", "H", "H", "H", "H", "H", "H", "C", "C", "O", "P", "O", "C", "C", "O", "C", "C", "H", "H", "H", "H", "H", "H", "H", "H", "H", "H", "H", "H", "H", "H", "H"],
  "coordinates": [[-0.52733, 0.60692, 0.45236], [0.98330, -1.72747, 2.51917], [1.07494, -0.38764, 1.95835], [1.36025, 0.60163, 2.95998], [0.09525, 0.96619, 3.69624], [-0.96166, 1.19471, 2.74669], [-1.59676, 2.48160, 2.85266], [-0.80872, 3.53246, 2.11526], [-0.53338, 3.06361, 0.78776], [0.26231, 4.02342, 0.06276], [1.94411, -1.98635, 2.96236], [0.76115, -2.40556, 1.71103], [0.20120, -1.78822, 3.27536], [1.78772, 1.45141, 2.42504], [2.09550, 0.23310, 3.67736], [0.27740, 1.84412, 4.31590], [-0.22915, 0.14548, 4.33533], [-1.70305, 2.77269, 3.89778], [-2.59544, 2.37238, 2.43000], [0.13696, 3.75118, 2.62104], [-1.39479, 4.45368, 2.06552], [1.23588, 4.16407, 0.53554], [-0.25055, 4.98552, 0.04578], [0.39782, 3.66903, -0.95704], [-2.74500, 0.49457, 0.29728], [-3.22757, 1.18067, -0.91092], [-2.30899, 0.79749, -2.01558], [-0.98675, 1.30768, -1.62987], [-3.03925, -0.48143, 0.27959], [-3.16569, 0.91128, 1.12652], [-3.19629, 2.25848, -0.74292], [-4.25685, 0.91725, -1.16050], [-2.65262, 1.19812, -2.97093], [-2.24316, -0.28291, -2.11601], [-1.02121, 2.32630, -1.60757], [-0.28320, 1.02822, -2.31491], [-0.97742, -4.20735, -1.84159], [-1.59588, -2.83371, -1.90164], [-0.61961, -1.73960, -2.00247], [0.35262, -1.15963, -0.92627], [1.15570, -2.33254, -0.31189], [2.23539, -3.01951, -1.07008], [2.52216, -4.34811, -0.42785], [1.32117, -0.42730, -1.93241], [2.16296, 0.72100, -1.59995], [2.41694, 1.51267, -2.85821], [-1.76798, -4.94961, -1.94628], [-0.47526, -4.38219, -0.89112], [-0.25770, -4.35231, -2.64695], [-2.25347, -2.66015, -1.04541], [-2.18572, -2.73675, -2.81062], [3.11949, -2.38297, -1.05805], [1.93259, -3.11800, -2.11234], [1.65566, -5.00672, -0.47063], [2.77912, -4.23122, 0.62522], [3.35525, -4.82619, -0.94084], [3.10189, 0.35659, -1.18472], [1.65271, 1.31917, -0.82682], [2.98558, 0.91488, -3.56921], [3.00737, 2.39891, -2.62692], [1.49006, 1.81698, -3.34935]],
  "forces_ev_per_angstrom": [[-0.9806, -1.0964, -2.4221], [-0.1687, -0.2615, 0.1981], [-0.4771, 0.6859, -0.4041], [0.1115, 0.2719, 0.0964], [0.1738, -0.3466, 0.1958], [-0.0964, 0.0225, -0.3536], [-0.0053, 0.2086, -0.1663], [0.0481, 0.1263, 0.0891], [-0.1405, -0.2305, 0.2213], [0.0516, 0.1880, 0.0334], [0.0432, 0.1075, -0.0492], [-0.0009, -0.0273, 0.0712], [-0.0034, 0.1561, -0.0047], [-0.0081, 0.0312, 0.0460], [0.0860, -0.0721, -0.1283], [-0.0981, 0.0385, -0.0221], [-0.0386, 0.0774, 0.0720], [-0.0791, -0.1149, 0.0208], [-0.0280, 0.0367, 0.0437], [0.0002, -0.0033, -0.0020], [0.0443, 0.0306, 0.0201], [0.0118, -0.1228, 0.0092], [-0.0604, -0.0403, -0.0655], [0.0474, -0.0257, 0.0086], [1.7026, -0.2885, 0.4742], [-0.4752, 0.3973, -0.3788], [-0.4306, -0.1726, -0.4061], [0.7224, -0.3499, 1.4756], [0.1354, -0.0420, 0.1060], [0.1642, -0.1231, 0.1514], [-0.0272, -0.0086, 0.1043], [-0.0280, -0.1238, 0.2743], [0.2216, 0.1464, -0.0134], [-0.0372, 0.0820, -0.0767], [0.1448, 0.0154, 0.1131], [0.0947, 0.0097, 0.0831], [0.3426, 0.1423, 0.1910], [-0.4160, -0.4599, -0.1327], [-0.2085, 0.1829, 0.3511], [-0.2232, -0.1338, -0.6325], [-0.3529, 0.4919, 0.5938], [0.7671, -0.4019, -0.5027], [-0.4438, 0.0341, 0.3663], [-0.0605, 0.6133, 0.2668], [0.3213, -0.0280, -0.0349], [-0.0406, -0.0928, -0.0257], [-0.0182, 0.0166, -0.0342], [-0.0619, -0.0360, 0.0107], [-0.0995, -0.0119, -0.0841], [0.0966, 0.1188, 0.0526], [0.0265, 0.1526, 0.0028], [-0.1511, 0.1817, 0.2113], [-0.2519, -0.0090, 0.0836], [0.0656, -0.0626, -0.1371], [0.1676, 0.0491, -0.0496], [0.0041, 0.0327, -0.0355], [-0.0823, -0.0823, 0.1026], [0.0334, 0.0340, -0.0048], [-0.0208, -0.0224, 0.0016], [-0.0331, 0.0222, 0.0176], [0.0194, 0.0864, 0.0073]],
  "mulliken_charge": [2.50, -0.55, -0.40, -0.66, -0.46, -0.47, -0.78, -0.54, -0.44, -0.95, 0.37, 0.04, 0.37, 0.20, 0.54, 0.46, 0.35, 0.52, 0.23, 0.42, 0.52, 0.35, 0.35, 0.32, -0.59, -0.70, -0.25, -0.82, 0.28, 0.23, 0.33, 0.54, 0.58, 0.00, 0.33, 0.09, -1.19, -0.13, -0.30, 0.36, 0.20, -0.23, -1.27, -0.44, 0.27, -1.38, 0.49, 0.12, 0.32, 0.23, 0.41, 0.31, 0.39, 0.31, 0.33, 0.43, 0.46, -0.18, 0.40, 0.42, 0.36],
  "total_charge": 3,
  "e_homo_ev": -19.80,
  "gap_ev": 7.79
}

=====

{
  "formula": "C3H3N",
  "method": "ωB97M-V/def2-TZVPD",
  "elements": ["C", "C", "C", "N", "H", "H", "H"],
  "coordinates": [[-0.62242, 0.44010, -0.74403], [0.09539, -0.45589, -0.04214], [0.78897, -0.16473, 1.14608], [1.38669, -0.01179, 2.11793], [-1.07899, 0.17138, -1.66591], [-0.81854, 1.44408, -0.34195], [0.24891, -1.42314, -0.46996]],
  "forces_ev_per_angstrom": [[0.4327, 0.1212, 1.6953], [-0.8484, 0.9846, -1.7440], [0.4583, 0.0276, 1.0947], [-0.1342, 0.0899, -0.1877], [-0.2416, -0.1841, -0.5517], [0.2159, -0.4702, -0.3068], [0.1174, -0.5691, 0.0001]],
  "mulliken_charge": [-0.60, -0.18, 0.30, -0.34, 0.28, 0.25, 0.29],
  "smiles": "C=CC#N",
  "e_homo_ev": -10.58,
  "gap_ev": 10.86
}